Record 1
DFT (ωB97M-V with the def2-TZVPD basis set) results for a 2-piece molecular cluster, CH2N2O3 overall in a non-equilibrium geometry.

Results
Frontier orbital gap: 7.6 eV
HOMO: -7.667 eV
Energy: -10183.023 eV
ΔE to the lowest compared entry with this formula, charge and spin: 163.1 kcal/mol

CARTESIAN COORDINATES (ANGSTROEM)
C -1.13 1.26 -0.27
N 1.16 1.32 2.15
N -0.44 0.23 -0.43
O -1.63 2.23 0.12
O 1.36 0.22 1.44
O 0.86 -0.07 2.68
H 0.53 0.16 0.76
H -0.42 -0.27 -1.31

Atom charges from the Löwdin analysis, given in e for atoms 1 to 2: -0.291 -0.051



Record 2
DFT (ωB97M-V with the def2-TZVPD basis set) results for C10H10N2O2 as an isolated structure in a non-equilibrium geometry.

Results
Frontier orbital gap: 9.1 eV
HOMO: -8.444 eV
Energy: -17602.433 eV
ΔE to the lowest compared entry with this formula, charge and spin: 140.9 kcal/mol

CARTESIAN COORDINATES (ANGSTROEM)
C 2.66 -0.34 -0.79
C 3.01 -1.27 0.17
C 1.37 0.17 -0.85
C 2.08 -1.71 1.10
C 0.43 -0.26 0.06
C 0.79 -1.19 1.05
C -1.34 1.66 -0.05
C -1.77 0.64 -1.05
C -1.71 -0.55 1.23
C -0.99 0.21 0.17
N -0.25 -1.49 1.90
N -0.44 -2.39 2.85
O 0.51 -3.07 3.20
O -1.56 -2.45 3.32
H 3.40 -0.01 -1.50
H 4.01 -1.66 0.21
H 1.12 0.90 -1.60
H 2.34 -2.42 1.86
H -0.55 2.35 -0.31
H -2.09 2.09 0.60
H -2.82 0.37 -1.09
H -1.28 0.61 -2.01
H -2.07 -0.01 2.09
H -2.34 -1.36 0.90

Atom charges from the Löwdin analysis, given in e for atoms 1 to 2: -0.087 -0.080



Record 3
DFT (ωB97M-V with the def2-TZVPD basis set) results for a 2-piece molecular cluster, C4H8O2 overall.

Results
Frontier orbital gap (spin up / spin down): 6.9 / 6.9 eV
HOMO (spin up / spin down): -7.607 / -7.607 eV
Energy: -8368.886 eV
ΔE to the lowest compared entry with this formula, charge and spin: 101.4 kcal/mol

CARTESIAN COORDINATES (ANGSTROEM)
C -1.92 -0.68 0.61
C -0.62 -0.30 -0.05
O 0.41 -1.02 0.26
C -0.54 0.77 -0.91
C 1.90 0.63 0.05
O 2.78 -0.28 -0.22
H -1.80 -0.73 1.70
H -2.73 0.01 0.36
H -2.21 -1.69 0.27
H 0.24 0.76 -1.67
H -1.40 1.41 -1.10
H 1.40 0.68 1.00
H 2.02 1.53 -0.55
H 2.48 -1.09 0.25

Atom charges from the Löwdin analysis, given in e for atoms 1 to 2: -0.042 -0.599



Record 4
DFT (ωB97M-V with the def2-TZVPD basis set) results for one molecule with the formula C3H10N2O2 in a non-equilibrium geometry.

Results
Frontier orbital gap: 8.9 eV
HOMO: -8.149 eV
Energy: -10345.355 eV
SMILES string: C[C@](O)(CO)NN
ΔE to the lowest compared entry with this formula, charge and spin: 95.3 kcal/mol

CARTESIAN COORDINATES (ANGSTROEM)
C 0.49 -1.89 0.04
C 0.30 -0.39 -0.14
O 0.27 -0.10 -1.52
C 1.26 0.42 0.59
O 1.83 1.37 -0.29
N -1.27 -0.01 0.37
N -1.78 1.15 -0.40
H 1.56 -2.16 0.19
H -0.11 -2.25 0.87
H 0.21 -2.37 -0.82
H 1.14 0.23 -1.84
H 2.17 -0.28 0.60
H 0.83 0.64 1.61
H 1.36 2.16 -0.20
H -1.76 -0.88 0.23
H -2.63 0.83 -1.02
H -1.00 1.37 -1.03

Atom charges from the Löwdin analysis, given in e for atoms 1 to 2: -0.014 -0.524